Computed, not measured: a structure of composition C4H10N2O2 at a distorted geometry, with ωB97M-V/def2-TZVPD.

Positions of all 18 atoms, in Å:
C1 0.78514 0.37394 0.24749
C2 -0.68135 0.12723 0.14172
C3 0.07319 -2.06494 -0.76462
C4 -1.58287 1.28282 -0.24078
N1 -0.27015 -0.67076 -0.89845
N2 1.32388 1.60775 0.00815
O1 1.57167 -0.46072 0.96203
O2 -1.08077 -0.28248 1.57446
H1 2.50489 -0.22782 0.87116
H2 -0.58542 -1.07372 1.82044
H3 2.14058 1.70360 -0.57905
H4 0.71979 2.40770 0.12747
H5 -0.68437 -2.65634 -1.28015
H6 1.05504 -2.25241 -1.21772
H7 0.14946 -2.45941 0.25830
H8 -1.60335 2.03513 0.54838
H9 -1.26375 1.74686 -1.17403
H10 -2.57161 0.86356 -0.40480

Frontier orbital gap, Eh: 0.303
Lowest unoccupied orbital energy, eV: 0.53
E, eV: -11382.6250
Spin multiplicity: 1